[1]
32
Properties=species:S:1:pos:R:3:forces:R:3:lowdin_charge:R:1 method="wB97M-V/def2-TZVPD" e_homo_ev=-9.63 energy_ha=-654.854262 molar_mass_g_mol=184.23 smiles="C/C=C/CCCC=O.O.O.O.O" multiplicity=1 e_above_lowest_kcal_mol=12.6
C 0.49860 3.08789 -1.55470 0.485 -0.442 -0.531 -0.105
C 0.38072 1.68334 -1.00070 -1.276 1.531 -0.598 -0.169
C -0.46293 0.82571 -1.58810 1.215 -1.015 0.975 -0.127
C -0.56922 -0.57790 -1.07328 -1.395 0.174 0.217 -0.210
C -1.99695 -0.92667 -0.52940 0.479 0.145 -0.487 -0.187
C -1.92206 -1.48447 0.86440 0.014 -1.787 0.728 -0.186
C -1.80532 -0.43408 1.94217 -0.049 -1.036 -0.930 -0.277
O -0.93447 -0.34990 2.76522 -0.078 0.405 0.085 0.067
H 0.08858 3.83553 -0.86959 0.025 0.019 -0.256 0.068
H 1.52907 3.35650 -1.81018 0.087 0.020 0.510 0.070
H 0.02824 3.09271 -2.54106 -0.446 0.332 0.266 0.070
H 0.77839 1.55849 0.00512 0.284 -0.672 -0.289 0.112
H -1.02905 1.03528 -2.48706 0.181 0.388 -0.103 0.120
H -0.44936 -1.29384 -1.89371 0.662 0.227 0.216 0.110
H 0.15865 -0.74406 -0.27706 0.074 -0.125 -0.249 0.092
H -2.68699 -0.07190 -0.49880 0.161 -0.093 -0.443 0.116
H -2.32961 -1.68669 -1.24156 -0.743 0.163 0.436 0.110
H -1.20226 -2.31732 0.92971 0.411 0.717 0.125 0.125
H -2.83562 -2.04157 1.11902 -0.377 0.434 -0.099 0.123
H -2.68282 0.22675 1.85638 0.043 0.510 0.501 0.112
O -2.56955 2.65893 1.68599 0.614 0.088 -0.303 -0.061
H -2.11518 3.23243 1.04962 -0.338 -0.072 0.155 0.037
H -1.85035 2.08327 1.98299 -0.189 0.125 0.174 0.012
O 2.02089 -2.41359 -0.16975 -0.212 1.094 -0.010 -0.055
H 2.29767 -3.31631 -0.14297 0.179 -0.847 -0.402 0.036
H 2.04938 -2.05938 -1.08321 -0.161 -0.620 0.354 0.013
O 1.97809 -0.90133 -2.63173 0.690 0.644 1.092 -0.059
H 1.78846 -0.14505 -2.03363 -0.587 -0.252 -0.596 0.036
H 2.92622 -0.95559 -2.44962 0.232 -0.259 -0.606 0.058
O 3.84769 -0.94523 1.51281 1.647 0.837 0.407 -0.056
H 3.71944 -1.75621 1.03759 -0.918 -0.269 -0.236 -0.010
H 3.03413 -0.56870 1.82477 -0.716 -0.365 -0.104 0.018


[2]
35
Properties=species:S:1:pos:R:3:forces:R:3:lowdin_charge:R:1 method="wB97M-V/def2-TZVPD" charge=-1 e_homo_ev=-3.47 energy_ha=-966.839409 molar_mass_g_mol=322.17 multiplicity=1 e_above_lowest_kcal_mol=167.3
I 5.33564 2.95347 20.20591 -5.038 -2.191 -8.417 0.942
C 9.87991 4.81266 20.74136 1.001 -0.775 -0.899 -0.076
C 8.84075 3.87065 20.17803 -0.889 0.233 0.437 -0.445
C 9.07456 2.39377 20.52314 0.230 0.790 -1.438 -0.177
O 10.23005 1.96179 19.73823 -1.922 -0.047 0.587 -0.194
C 10.48972 0.59448 19.89168 1.784 0.361 0.011 -0.152
N 7.57297 4.35500 20.73447 4.348 1.963 -0.068 -0.090
H 9.82592 5.74516 20.17955 -0.012 0.235 0.521 0.072
H 10.85540 4.36165 20.55941 0.393 0.166 -0.040 0.061
H 9.78188 4.90714 21.82282 -0.236 0.335 -0.071 0.076
H 8.80894 3.90499 19.08903 0.194 0.129 -0.195 0.134
H 8.15548 1.92847 20.16694 0.137 -0.656 -0.002 0.077
H 9.16501 2.20260 21.59243 0.397 -0.019 0.190 0.127
H 9.71321 -0.16818 19.83273 -0.677 0.527 -0.032 0.084
H 11.02594 0.50951 20.83685 -0.024 -0.633 0.352 0.077
H 11.21642 0.38390 19.10703 0.066 -0.337 -0.061 0.077
H 6.77451 3.76264 20.55652 3.264 1.674 -0.503 -0.387
H 7.75012 4.15771 21.70904 -0.030 0.796 -0.051 0.022
C 4.52000 4.22941 23.68636 -0.186 -0.340 1.258 -0.102
C 5.85727 4.62258 23.12463 -0.484 0.670 -0.601 -0.345
O 6.53423 3.49394 22.61692 0.376 0.330 5.699 -0.251
H 3.99960 5.03240 24.20836 0.024 0.329 -0.160 0.068
H 4.84522 3.54810 24.47258 -0.518 -0.434 0.313 0.069
H 3.80825 3.69009 23.06133 0.363 0.443 -0.180 0.055
H 6.39396 5.13984 23.91993 0.528 -0.419 0.149 0.107
H 5.76126 5.39327 22.35982 -0.024 -0.040 -0.455 0.099
H 6.08597 3.29390 21.79190 -0.268 -0.497 0.540 -0.263
C 2.84340 1.21463 21.89157 -3.028 1.015 -5.233 -0.876
O 2.39587 1.43603 20.75525 -1.631 -0.909 0.297 -0.038
N 2.25546 0.75914 22.93176 -5.532 -3.775 4.204 0.151
N 3.93738 1.66645 22.20917 7.160 1.066 3.238 0.013
H 2.78337 0.30385 23.66259 -0.333 0.208 -0.163 0.108
H 1.29004 0.49127 22.80408 0.179 -0.473 0.199 0.107
H 4.35566 1.42976 23.09750 0.153 0.694 -0.293 0.121
H 4.26942 2.36715 21.56198 0.232 -0.420 0.863 -0.251


[3]
32
Properties=species:S:1:pos:R:3:forces:R:3:lowdin_charge:R:1 method="wB97M-V/def2-TZVPD" e_homo_ev=-7.50 energy_ha=-559.658881 molar_mass_g_mol=167.25 smiles="CCC/C(=C/N)CC.O.O.O" multiplicity=1 e_above_lowest_kcal_mol=64.3
C 2.81890 0.81214 -1.19054 3.956 -3.085 -3.131 -0.168
C 1.66729 0.95307 -0.32029 -0.269 -0.476 0.835 -0.329
C 0.54119 -0.05793 -0.37974 -1.756 0.360 -0.679 -0.159
C -0.63059 0.50982 0.56523 3.192 0.374 -1.437 -0.256
C -0.96741 1.79595 0.31207 -0.642 -0.055 0.254 -0.185
N -1.87154 2.54496 1.07510 0.892 1.267 -2.634 0.064
C -0.97860 -0.49587 1.62285 -1.603 -0.401 0.826 -0.209
C -2.54943 -0.69453 1.52866 0.989 1.336 2.497 -0.095
H 3.53369 -0.12286 -0.88561 -1.574 2.103 -0.535 0.122
H 2.72381 0.62196 -2.34717 -0.464 0.523 2.082 0.105
H 3.46862 1.67893 -1.13826 0.158 0.179 0.184 0.060
H 1.26403 1.93162 -0.51573 0.021 0.441 0.532 0.079
H 2.13798 0.81965 0.67935 -0.822 0.882 -0.117 0.135
H 0.11073 -0.18814 -1.51319 1.052 -0.011 2.748 0.153
H 0.90966 -0.99352 0.12236 -0.603 0.600 -1.262 0.078
H -0.54845 2.40091 -0.56077 -0.713 -1.243 1.235 0.141
H -2.19600 2.22400 1.91645 -0.864 -0.842 2.100 0.035
H -2.21382 3.43827 0.73606 0.270 -0.583 0.278 0.086
H -0.71434 -0.47307 2.75277 -0.220 1.177 -1.679 0.136
H -0.43866 -1.43379 1.38760 -0.721 0.443 -0.287 0.067
H -2.91359 -0.57991 0.51916 -0.174 -0.013 -0.088 0.054
H -3.08002 0.00772 2.30470 0.774 -1.172 -1.740 0.096
H -2.63601 -1.67893 1.90749 -1.034 -1.159 0.173 0.037
O 1.48876 -2.87045 1.26585 1.431 -1.222 0.974 -0.085
H 2.42623 -2.92042 1.61579 -1.605 0.156 -0.615 0.076
H 1.13745 -3.76873 1.46891 0.292 0.963 -0.306 0.062
O -2.52664 0.35214 -2.36991 1.595 0.936 1.192 -0.041
H -2.70068 0.84174 -1.54479 0.354 -0.299 -0.375 0.026
H -3.36786 0.09489 -2.65986 -1.879 -0.651 -0.792 0.001
O 2.10953 -1.90957 -2.33165 -3.132 0.069 -7.345 -0.016
H 1.61447 -1.06631 -2.49512 0.545 -1.369 -0.116 0.034
H 2.38131 -1.77373 -1.52775 2.555 0.772 7.227 -0.106


[4]
33
Properties=species:S:1:pos:R:3:forces:R:3:lowdin_charge:R:1 method="wB97M-V/def2-TZVPD" e_homo_ev=-8.92 energy_ha=-634.913644 molar_mass_g_mol=183.25 smiles="C=C(/C=C/C)CCN.O.O.O.O" multiplicity=1 e_above_lowest_kcal_mol=46.1
C -0.87432 -0.40717 -2.58542 2.300 0.760 -0.139 0.053
C 0.27439 -0.91018 -2.11032 -1.144 -0.238 1.681 -0.315
C 0.33664 -2.09016 -1.15941 -0.143 0.409 -1.078 -0.069
C -0.03832 -1.97381 0.11857 -0.636 -2.314 -1.487 -0.150
C 0.06642 -3.12852 1.05290 1.001 -1.615 2.005 -0.113
C 1.60619 -0.22168 -2.12907 1.450 -0.692 -2.113 -0.183
C 2.22133 0.14749 -0.79377 -0.651 1.778 0.974 -0.255
N 1.53561 1.23907 -0.05966 -1.335 0.165 0.654 -0.003
H -0.88078 0.56119 -3.07266 0.275 0.018 -0.235 0.071
H -1.84000 -0.74928 -2.38906 -1.069 -1.152 0.224 0.043
H 0.81402 -2.98065 -1.62266 -0.116 0.403 0.869 0.131
H -0.69934 -1.17371 0.34848 0.245 0.803 0.418 0.053
H -0.31515 -4.15371 0.90433 -0.415 0.582 -1.332 0.082
H -0.31465 -3.01490 2.05728 -0.591 0.998 0.389 0.049
H 1.08706 -3.40568 1.34730 0.389 0.483 -0.526 0.075
H 2.34359 -0.95664 -2.54470 -0.403 0.298 0.040 0.124
H 1.55342 0.54313 -2.90523 0.216 0.531 0.333 0.110
H 2.11650 -0.76421 -0.21264 0.504 0.226 0.454 0.087
H 3.23952 0.57974 -0.70708 -0.100 -1.193 -1.167 0.118
H 1.39290 2.07474 -0.61618 0.752 -0.005 -0.507 0.063
H 0.55652 1.02877 0.11569 -0.146 -0.688 0.105 0.027
O -1.50293 0.14002 2.46322 1.035 -1.023 0.265 -0.076
H -0.56453 0.33845 2.67413 -0.567 1.006 0.117 0.019
H -1.35984 -0.81313 2.36425 -0.791 -0.107 -0.038 0.025
O -1.81535 0.52884 -0.29984 -2.130 -0.068 1.132 -0.097
H -2.43012 1.27462 -0.24990 0.639 0.630 -1.077 0.042
H -2.32602 0.06450 0.39632 0.999 -0.623 -0.157 0.053
O -1.44113 3.11927 0.18844 -0.230 0.644 -0.049 -0.044
H -1.86049 2.61999 0.89568 0.331 0.057 0.267 0.031
H -0.51990 3.22931 0.43362 0.026 -0.061 0.051 0.023
O 0.55571 1.79700 3.17557 0.914 0.388 -1.063 -0.059
H 1.43093 1.65003 2.77163 0.071 -0.472 0.558 0.054
H 0.26810 2.40164 2.47480 -0.677 0.072 0.434 0.030